The following is a quantum chemistry calculation of a 7-piece molecular cluster, C21H39Cl3F6N4O8 overall, from the Open Molecules 2025 dataset.

Each line ends with the Mulliken charge.
Positions of all 81 atoms, in Å:
Cl 7.867 -0.794 0.881  -0.159
Cl 6.203 -0.761 3.320  -0.111
Cl 7.261 -3.286 2.105  -0.153
F 1.775 1.725 6.153  -0.254
F -3.429 -4.335 -3.536  -0.282
F -3.121 -3.983 -5.658  -0.241
F -1.454 -4.387 -4.349  -0.208
F 3.102 0.579 4.855  -0.229
F 1.473 -0.373 6.046  -0.264
O 1.992 4.173 3.831  -0.544
O 4.233 -0.475 0.301  -0.597
O -0.311 1.129 4.393  -0.489
O -3.003 -0.458 0.672  -0.482
O -3.320 -1.521 -3.861  -0.568
O -0.441 -2.537 -1.670  -0.679
O -1.375 -1.850 -4.962  -0.225
O 1.263 0.367 2.986  -0.323
N 3.368 0.144 -1.647  0.325
N 0.152 5.313 3.104  0.226
N -5.043 0.390 0.077  0.091
N -0.336 -3.808 0.195  0.262
C -0.024 -0.403 -6.284  -1.208
C 3.155 1.194 -2.636  -0.859
C -4.677 0.958 -1.197  -0.902
C 1.831 0.692 5.283  0.707
C -1.042 -0.515 -5.142  -0.171
C 0.981 -4.255 -0.104  -1.121
C -4.200 -0.388 0.869  0.140
C 0.316 0.243 1.899  -0.429
C -6.471 0.122 0.341  -0.905
C 1.472 5.045 3.156  -0.021
C 0.781 0.861 4.156  0.493
C -1.032 -4.489 1.289  -0.987
C -0.759 4.498 3.869  -0.623
C -0.922 -2.957 -0.637  0.206
C 3.391 -1.270 -2.063  -0.790
C -2.579 -3.777 -4.474  0.891
C 0.178 1.451 1.033  -0.953
C 6.672 -1.659 1.858  0.465
C 3.861 0.429 -0.436  -0.128
C -0.429 6.626 2.703  -0.840
C -2.465 -2.208 -4.304  0.461
H 3.065 2.136 -2.181  0.357
H 2.102 5.716 2.556  0.351
H 1.127 -5.317 0.137  0.402
H -0.584 -0.079 -4.196  0.132
H -0.623 3.420 3.658  -0.110
H -3.588 1.004 -1.155  0.215
H -0.568 -0.140 2.331  0.506
H -1.895 0.018 -5.385  0.386
H -1.808 4.627 3.550  0.331
H -6.463 0.137 1.430  0.359
H -4.805 0.178 -1.939  0.392
H 1.754 -3.721 0.444  0.313
H 1.144 1.932 0.732  0.206
H 0.903 -0.935 -6.072  0.306
H 4.315 -1.666 -2.436  0.341
H 0.337 7.123 2.016  0.272
H 5.794 -1.778 1.273  -0.030
H -1.331 -5.498 0.917  0.329
H 3.043 -1.980 -1.287  0.127
H -4.773 -0.985 1.703  0.234
H 3.934 1.456 -0.092  0.481
H -6.813 -0.872 -0.074  0.249
H -1.804 -2.520 -0.249  0.263
H -0.484 7.357 3.503  0.361
H -0.360 2.188 1.614  0.223
H 2.182 1.028 -3.142  0.159
H -6.998 0.925 -0.092  0.334
H -0.655 4.722 4.894  0.366
H -1.454 6.615 2.193  0.256
H -0.319 -4.565 2.082  0.392
H -1.902 -3.932 1.655  0.276
H 0.187 0.722 -6.274  0.332
H 3.974 1.255 -3.371  0.326
H 0.668 -0.646 1.359  0.344
H 2.610 -1.504 -2.790  0.255
H -0.426 -0.703 -7.220  0.382
H -5.168 1.826 -1.505  0.330
H 1.189 -4.241 -1.169  0.340
H -0.401 1.247 0.168  0.389

Values from the calculation:
* SMILES: CCOC(=O)C(F)(F)F.CCOC(=O)C(F)(F)F.ClC(Cl)Cl.CN(C)C=O.CN(C)C=O.CN(C)C=O.CN(C)C=O
* multiplicity: 1
* calculated total energy: -98620.865 eV
* relative energy (zero: lowest compared OMol25 entry of this formula, charge and spin): 0.0 kcal/mol
* HOMO: -0.3462 hartree

---

The following is a quantum chemistry calculation of C21H39IN4O7PbS as an isolated structure, from the Open Molecules 2025 dataset.

Each line ends with the Mulliken charge.
Positions of all 74 atoms, in Å:
Pb 5.134 2.174 0.694  0.972
I 0.009 -1.859 0.174  0.217
S 3.287 0.366 0.229  -0.005
O 3.375 -4.673 3.380  -0.524
O 3.111 2.744 2.532  -0.533
O 5.685 -0.350 -5.186  -0.498
O 0.793 3.048 3.052  -0.417
O 1.424 -3.128 3.110  -0.240
O -2.289 2.146 1.834  -0.468
O -6.877 0.919 -1.571  -0.535
N -4.597 0.430 1.062  -0.236
N 4.307 0.353 -3.176  -0.128
N 1.261 2.352 0.646  0.540
N -0.577 0.453 1.995  -0.398
C 0.702 -0.137 1.417  -0.512
C -6.031 0.030 0.753  -0.700
C -3.297 2.749 0.950  -0.337
C -7.565 -1.387 -0.869  -1.254
C 1.964 2.975 -1.855  -0.521
C 3.489 2.645 -2.458  0.603
C -0.235 2.608 0.457  -1.251
C 1.624 -0.602 2.689  -0.580
C 3.900 -2.036 -4.365  -0.704
C -4.344 1.691 0.261  -0.483
C -1.218 1.468 1.087  0.464
C 1.475 0.878 0.354  -0.332
C 2.321 -2.079 2.547  -0.551
C 1.150 -5.808 2.877  -0.359
C 1.041 -5.963 1.232  -0.678
C 2.022 3.298 -0.256  -0.324
C 4.715 -0.578 -4.296  0.251
C -6.327 -0.263 -0.834  0.423
C 3.487 1.534 -3.664  -0.810
C 2.083 -4.443 3.130  0.346
C 1.694 2.738 2.078  0.351
H 3.163 3.432 0.023  -0.046
H 4.260 2.382 -1.598  -0.868
H 2.741 -2.335 1.485  0.308
H 0.885 -0.676 3.624  0.392
H -0.542 2.699 -0.694  0.335
H 2.026 -5.492 0.785  0.215
H -5.356 2.283 0.063  0.330
H 3.393 -2.219 -3.313  0.195
H -1.684 0.856 0.173  0.166
H 1.659 3.998 -2.390  0.368
H 2.439 0.197 3.012  0.219
H 3.947 0.491 1.466  0.204
H 2.429 1.256 -4.084  0.395
H 4.638 -2.905 -4.641  0.317
H -0.583 3.650 0.926  0.501
H 0.980 -7.113 1.010  0.315
H 1.695 -6.794 3.269  0.301
H -7.826 0.742 -1.854  0.333
H -7.862 -1.532 -2.015  0.342
H -5.371 -0.686 -1.404  0.152
H -1.253 -0.342 2.114  0.545
H 0.116 -5.761 3.423  0.315
H 3.268 -2.067 3.274  0.398
H 5.189 0.784 -2.781  0.251
H 3.089 -1.904 -5.202  0.249
H -6.203 -1.008 1.317  0.311
H 0.060 -5.469 0.828  0.108
H -3.838 1.333 -0.759  0.142
H -8.466 -0.855 -0.318  0.359
H 1.159 2.196 -2.191  0.453
H 4.082 2.009 -4.583  0.386
H 1.536 4.375 -0.089  0.521
H 1.001 0.613 -0.710  0.777
H -3.960 3.460 1.645  0.341
H -7.273 -2.392 -0.346  0.344
H -6.753 0.800 1.259  0.307
H -2.874 3.438 0.104  0.204
H -4.508 0.605 2.102  0.263
H 3.902 3.656 -2.939  0.466

Values from the calculation:
* net charge: +2
* multiplicity: 1
* calculated total energy: -66853.846 eV
* HOMO: -0.4789 hartree

---

The following is a quantum chemistry calculation of C21H39MoNOP2 as an isolated structure, from the Open Molecules 2025 dataset.

Each line ends with the Mulliken charge.
Positions of all 65 atoms, in Å:
Mo 0.263 0.179 -0.970  0.109
P -1.246 1.634 -2.282  0.962
P 1.491 -1.335 0.562  1.213
O -1.565 -0.060 0.430  -0.573
N 1.460 0.104 -2.247  -0.932
C -0.941 -0.340 2.131  -0.442
C -1.475 -0.581 3.488  1.406
C -3.005 -0.057 2.282  -1.524
C 2.572 -0.596 1.874  -1.226
C -1.969 2.119 1.324  -1.125
C -2.099 0.650 1.351  0.747
C 3.323 0.877 -3.586  -0.408
C -0.300 -0.156 0.931  0.214
C -0.883 1.417 -4.080  -1.080
C -2.441 -1.827 4.180  -1.546
C -1.223 3.491 -2.148  -1.268
C 2.667 -2.406 -0.364  -1.024
C -1.079 0.818 4.429  -1.327
C -3.063 1.269 -2.237  -1.156
C 0.510 -2.565 1.537  -1.179
C 4.175 0.689 -4.676  -0.481
C 2.301 -0.070 -3.306  -0.329
C -0.210 -1.280 4.252  -1.699
C 2.165 -1.205 -4.149  0.057
C 4.035 -0.439 -5.503  -0.347
C 3.028 -1.382 -5.232  -0.555
H -0.233 -2.030 2.159  0.389
H -0.065 1.220 4.204  0.313
H 3.127 -1.364 2.444  0.340
H 2.094 -2.996 -1.096  0.318
H -1.737 1.692 4.262  0.403
H 2.916 -2.261 -5.875  0.328
H 0.158 1.723 -4.274  0.311
H 3.282 0.094 1.390  0.353
H 3.417 1.745 -2.927  0.389
H -0.983 0.348 -4.327  0.304
H -1.511 3.799 -1.129  0.329
H -3.015 -1.145 2.104  0.391
H -2.643 2.551 0.560  0.332
H 4.958 1.425 -4.885  0.335
H -3.628 1.961 -2.886  0.397
H -1.897 3.973 -2.880  0.395
H -1.190 0.646 5.524  0.453
H -3.541 -1.709 4.078  0.376
H -2.250 2.556 2.299  0.427
H -1.569 2.017 -4.703  0.430
H -2.203 -2.818 3.737  0.314
H -3.451 1.344 -1.208  0.268
H 0.762 -0.806 4.057  0.250
H 1.371 -1.924 -3.924  0.387
H -2.352 -1.879 5.288  0.424
H 4.707 -0.582 -6.355  0.356
H -2.656 0.137 3.330  0.023
H -3.209 0.233 -2.583  0.336
H -0.036 -2.364 4.099  0.379
H -0.035 -3.214 0.836  0.418
H 0.636 1.429 0.248  0.126
H -0.279 -1.286 5.364  0.561
H 3.221 -3.078 0.316  0.423
H -0.189 3.830 -2.321  0.318
H 1.945 -0.005 2.560  0.267
H -0.930 2.376 1.031  0.206
H -4.017 0.349 2.217  0.396
H 3.376 -1.765 -0.910  0.332
H 1.159 -3.171 2.187  0.415

Values from the calculation:
* multiplicity: 3
* calculated total energy: -46364.337 eV
* expectation value of S²: 2.0824
* relative energy (zero: lowest compared OMol25 entry of this formula, charge and spin): 233.9 kcal/mol
* HOMO (spin up / spin down): -0.2059 / -0.2083 hartree

---

The following is a quantum chemistry calculation of an isolated ion of composition C21H39N4O4 and charge +1, from the Open Molecules 2025 dataset.

Each line ends with the Mulliken charge.
Positions of all 68 atoms, in Å:
O 0.261 1.147 -1.841  -0.390
O 0.696 -1.459 -3.946  -0.440
O 1.437 3.116 -4.042  -0.522
O -1.050 -2.879 -3.587  -0.560
N -1.088 0.531 -0.002  0.826
N 0.696 -4.849 1.964  -0.733
N -2.157 3.776 -1.169  -0.401
N 0.361 -2.065 -0.031  0.553
C 4.258 -0.395 1.529  -0.826
C -0.772 0.709 3.334  -0.451
C -0.492 -1.798 -3.247  0.256
C 2.617 -3.318 2.464  -0.878
C -0.349 -1.688 1.210  -1.002
C 0.184 3.107 -3.325  0.487
C -1.446 -0.524 1.007  -1.189
C 0.950 -0.875 -0.698  -1.537
C -0.950 3.821 -4.215  -1.377
C -0.329 0.000 -1.221  0.091
C 3.406 -0.727 0.425  -0.401
C -2.506 -1.234 3.309  -1.441
C -1.900 0.015 2.445  0.592
C -2.288 1.369 -0.352  -0.035
C -1.231 -0.948 -2.129  -0.446
C 1.465 -3.880 1.503  0.508
C -0.283 1.555 -3.106  -0.323
C 1.228 -3.255 0.056  -0.498
C -2.035 2.955 -0.139  -0.361
C -0.471 2.256 2.993  -0.955
C 1.976 -0.004 0.190  0.204
H -2.654 1.276 -1.423  0.226
H -1.704 -1.821 3.861  0.306
H 1.583 -1.267 -1.579  0.944
H -1.958 4.722 -0.801  0.277
H -1.434 2.862 2.929  0.214
H 0.236 2.392 2.101  0.153
H -1.759 -1.716 -1.447  0.217
H 0.254 3.551 -2.263  0.091
H 3.861 -0.208 2.582  0.226
H 2.254 1.007 -0.298  0.390
H 0.735 -4.091 -0.578  0.383
H 0.425 -1.410 2.000  -0.054
H 0.108 2.671 3.905  0.448
H 1.041 -5.088 2.918  0.290
H -0.829 4.969 -4.174  0.362
H 1.593 0.258 1.237  -0.169
H 1.347 -2.161 -3.685  0.359
H -1.417 1.575 -3.202  0.116
H -3.031 -1.903 2.523  0.348
H 5.371 -0.278 1.249  0.261
H 0.235 0.180 3.379  0.020
H -2.780 0.766 2.391  0.632
H -1.783 3.430 0.864  0.186
H -0.806 3.451 -5.292  0.467
H -1.169 0.710 4.422  0.456
H 1.370 3.845 -4.704  0.363
H 3.783 -1.531 -0.292  0.322
H -0.434 1.190 0.484  0.209
H -0.951 -2.615 1.549  0.541
H -2.014 3.524 -3.892  0.308
H 2.271 -3.116 -0.420  0.394
H -3.341 -0.826 3.969  0.426
H 2.452 -2.217 2.775  -0.050
H -2.374 -1.066 0.574  0.358
H -2.113 -0.416 -2.656  0.593
H 2.718 -3.919 3.436  0.478
H 0.119 1.008 -4.029  0.248
H 3.637 -3.371 1.945  0.238
H -3.212 1.145 0.305  0.672

Values from the calculation:
* net charge: +1
* SMILES: [H]/N=C/C[N@H+]1[C@H]([C@@H](C)CC)CN(C/C(C)=N/[H])[C@H](CC=C)[C@]1(CC(=O)O)OC[C@H](C)O
* multiplicity: 1
* calculated total energy: -36545.894 eV
* HOMO: -0.4208 hartree